Entry 1:
Density functional theory data (wB97M-V/def2-TZVPD) for a structure of composition C30H45AlN5S.

```
82
Properties=species:S:1:pos:R:3:forces:R:3:lowdin_charge:R:1
C 2.323989 -1.080829 1.547373 3.14 7.23 -5.68 0.0004
C 2.896930 -0.092430 0.692772 -4.68 -5.59 5.68 -0.0609
C 3.363516 1.272063 -0.153221 1.04 -0.24 1.10 -0.2232
C 2.468084 2.591564 0.226648 -1.51 -0.13 0.20 -0.2947
C 1.069763 2.728114 -0.680128 1.92 -0.42 -1.07 -0.3150
Al -0.405910 3.317153 0.616116 -0.18 -0.63 -0.27 -0.0807
S -0.216470 5.589102 0.868885 0.66 0.74 1.49 0.2160
C -2.298922 2.698919 0.123457 -2.01 0.18 0.25 -0.3168
C -2.762404 1.314269 0.939240 -1.02 0.37 -0.55 -0.2930
C -2.762476 -0.024342 -0.012882 2.05 0.13 0.61 -0.2314
C -1.352329 0.060615 -0.908676 -0.65 -0.64 0.85 -0.2746
C -0.830498 -1.403898 -1.435026 0.97 0.55 -0.40 -0.1633
H 1.582694 -1.702865 2.243962 2.17 1.69 -2.07 0.0556
H 4.473534 1.503106 0.220061 -2.28 -0.79 -0.92 0.1061
H 3.375443 1.066356 -1.305692 -0.10 0.14 2.32 0.0969
H 3.037502 3.621964 0.106154 -0.71 -2.43 0.39 0.1132
H 2.109992 2.438769 1.353298 1.06 0.52 -2.32 0.0704
H 0.912496 1.684825 -1.186182 0.13 1.74 0.82 0.0281
H 1.261472 3.496399 -1.572069 -0.26 -1.53 1.79 0.0487
H -0.053986 2.656672 2.037745 0.05 -0.11 0.19 -0.0545
H 0.341355 5.760541 2.175918 -0.79 -0.54 -1.76 -0.2115
H -2.516120 2.629762 -1.033904 0.21 -0.03 2.17 0.0432
H -3.041050 3.540565 0.531735 1.47 -1.59 -0.93 0.0507
H -3.882428 1.461760 1.316235 2.37 -0.34 -0.55 0.0871
H -2.059783 1.193080 1.877340 -1.39 -0.01 -1.91 0.0817
H -3.719478 -0.130804 -0.677611 1.82 0.23 1.24 0.0998
H -2.606539 -0.968791 0.692450 -0.72 1.79 -1.52 0.1058
H -0.534601 0.442732 -0.131433 -1.75 -0.58 -1.96 0.0952
H -1.525771 0.828073 -1.796373 0.68 -1.69 1.92 0.1030
H -0.239333 -1.986230 -0.583715 -1.46 1.24 -1.72 0.0694
H -0.021715 -1.180213 -2.282305 -1.70 -0.69 1.69 0.0693
H -1.661886 -2.090623 -1.889954 1.47 1.36 0.90 0.0641
N 4.154826 -2.070033 4.293730 0.10 -0.08 0.24 0.0171
C 3.277446 -2.811988 5.040888 0.04 0.14 -0.02 -0.1703
C 3.829618 -2.994211 6.289127 -0.32 -0.08 -0.12 -0.1295
C 5.081472 -2.333877 6.296914 0.27 0.17 -0.13 -0.1199
C 5.255564 -1.769394 5.053135 -0.05 -0.08 -0.06 -0.1368
H 4.012016 -1.787705 3.332726 -0.06 0.06 0.15 0.0970
H 2.338547 -3.147223 4.621007 0.15 0.04 0.11 0.1078
H 3.378895 -3.542398 7.106238 0.05 0.09 -0.14 0.0906
H 5.780410 -2.275777 7.121288 -0.11 0.00 -0.14 0.0862
H 6.066923 -1.182206 4.644146 -0.14 -0.11 0.09 0.1045
N 4.432222 -8.243973 3.728736 -0.02 -0.13 -0.05 -0.0129
C 4.392696 -8.253666 5.098729 0.03 0.00 0.13 -0.1529
C 4.250582 -6.953545 5.529646 0.01 -0.38 0.12 -0.1100
C 4.196568 -6.131414 4.378810 0.02 0.05 -0.51 -0.1015
C 4.308055 -6.954582 3.280675 0.01 0.13 0.03 -0.1385
H 4.535830 -9.060524 3.140398 -0.06 0.35 0.26 0.1438
H 4.470465 -9.182202 5.648262 -0.01 0.17 -0.07 0.0999
H 4.190935 -6.632112 6.561369 0.01 -0.05 -0.18 0.0894
H 4.087389 -5.054875 4.353784 0.06 -0.24 0.04 0.0657
H 4.310974 -6.733632 2.221648 0.00 0.00 0.19 0.1046
N -5.767778 -2.878588 2.171043 -0.06 -0.03 -0.03 -0.0049
C -5.807304 -2.888282 3.541037 0.03 -0.01 0.14 -0.1535
C -5.949418 -1.588161 3.971954 0.00 -0.39 0.13 -0.1185
C -6.003432 -0.766030 2.821118 -0.05 0.02 -0.42 -0.1136
C -5.891945 -1.589197 1.722983 -0.02 0.13 -0.01 -0.1430
H -5.664170 -3.695140 1.582706 -0.02 0.36 0.24 0.1449
H -5.729535 -3.816817 4.090570 0.01 0.18 -0.06 0.0996
H -6.009065 -1.266728 5.003677 0.03 -0.07 -0.17 0.0884
H -6.112611 0.310510 2.796092 0.06 -0.20 -0.03 0.0910
H -5.889026 -1.368248 0.663956 0.06 0.01 0.21 0.1032
N 1.736440 2.964314 -4.652853 -0.13 0.03 -0.13 0.0119
C 0.419093 3.306276 -4.490997 -0.03 -0.10 0.04 -0.1324
C 0.133402 4.327458 -5.369501 -0.23 -0.27 0.20 -0.1279
C 1.318663 4.607198 -6.090709 0.43 -0.07 -0.17 -0.1199
C 2.291760 3.748841 -5.630014 0.03 0.04 -0.03 -0.1468
H 2.222508 2.245007 -4.133270 -0.24 0.31 -0.09 0.1446
H -0.200171 2.796147 -3.765399 0.12 0.15 -0.04 0.1074
H -0.825434 4.817124 -5.479911 0.19 -0.02 0.07 0.0779
H 1.448229 5.353916 -6.863437 0.00 -0.11 0.14 0.0878
H 3.329398 3.630373 -5.912215 -0.18 0.06 0.04 0.1012
N -2.547732 3.385453 -7.381855 -0.16 -0.03 -0.07 0.0076
C -3.379419 3.904404 -6.423981 0.02 0.03 -0.01 -0.1445
C -4.566565 4.247485 -7.031585 0.13 0.00 0.34 -0.1185
C -4.448802 3.918384 -8.403104 0.17 -0.14 -0.31 -0.1275
C -3.193281 3.385181 -8.590975 0.01 0.02 0.00 -0.1485
H -1.605467 3.053719 -7.221474 -0.25 0.17 0.06 0.1343
H -3.055601 3.986383 -5.395082 -0.10 -0.01 -0.17 0.1049
H -5.425112 4.686177 -6.539879 0.16 -0.08 -0.06 0.0891
H -5.199312 4.054982 -9.170931 0.13 -0.03 0.11 0.0852
H -2.704819 3.007820 -9.479439 -0.11 0.08 0.14 0.1009
```
Forces are in eV/Å.

Values from the calculation:
Net charge   -1
HOMO level   -4.91 eV

Entry 2:
Density functional theory data (wB97M-V/def2-TZVPD) for a cluster of 2 separate species, CH5NOP in total.

```
9
Properties=species:S:1:pos:R:3:forces:R:3:lowdin_charge:R:1
C -0.317062 0.954173 0.421953 -0.01 -0.47 -4.09 0.0138
N 0.614844 0.140428 -0.340528 0.39 -0.42 1.14 -0.5113
O 1.778966 0.401604 -0.372235 -0.05 0.29 -0.16 0.1087
P 0.063539 -1.247920 -1.310341 0.61 -1.70 1.24 1.0373
H -1.137383 0.434152 0.699809 -2.48 -1.97 0.72 0.0631
H -0.608428 1.652639 -0.329354 -0.70 0.76 -0.79 0.1308
H -0.008968 1.529104 1.157626 2.67 2.21 3.66 0.0741
H -1.146678 -1.463915 -0.598007 0.00 0.49 -0.14 -0.1174
H 0.761169 -2.400266 0.671078 -0.42 0.80 -1.58 0.2008
```
Forces are in eV/Å.

Values from the calculation:
Net charge   +1
ΔE to the lowest compared entry with this formula, charge and spin   639.37 kJ/mol
HOMO level (alpha / beta)   -15.66 / -16.43 eV

no.,energy (Ha)
1,-2084.279197
2,-511.928392